ORCA calculation (ωB97M-V/def2-TZVPD) on 9 unconnected molecules or ions with the total composition C67H151N9O12.

Results
Net charge: 0
DFT total energy in eV: -109897.1474
Structure (SMILES): CC1(C)CCCC(C)(C)N1O.CC1(C)CCCC(C)(C)N1O.CC1(C)CCCC(C)(C)N1O.CC1(C)CCCC(C)(C)N1O.CC1(C)CCCC(C)(C)N1O.COC[C@H](C)N.COCCNCCOC.COCCNCCOC.COCCNCCOC

Each line ends with the Mulliken charge.
Atoms and positions in Å:
C (19.42070, 23.06008, 11.32034)  -0.915
O (18.13885, 22.91228, 11.95839)  -0.044
C (17.07002, 23.42227, 11.17439)  -1.078
C (15.93078, 23.70263, 12.12108)  0.085
N (16.46683, 24.60589, 13.13352)  -0.217
C (15.52156, 25.24478, 14.03829)  -1.333
C (14.41550, 24.42167, 14.75746)  0.691
O (13.34357, 24.13641, 13.84773)  -0.457
C (12.41912, 23.22338, 14.37303)  -0.238
H (20.21715, 22.83872, 12.00737)  0.205
H (19.49196, 24.05092, 10.88031)  0.385
H (19.49230, 22.32150, 10.51418)  0.329
H (16.85542, 22.79047, 10.34576)  0.432
H (17.25728, 24.41559, 10.81333)  0.572
H (15.44867, 22.83029, 12.60193)  -0.185
H (15.12688, 24.26656, 11.62734)  0.414
H (17.24041, 24.12262, 13.61284)  0.188
H (14.97041, 26.07983, 13.59301)  0.335
H (16.18333, 25.80906, 14.70868)  0.469
H (14.05348, 24.86694, 15.68440)  0.620
H (14.93716, 23.46662, 15.03436)  -0.446
H (12.19044, 23.45608, 15.42268)  0.345
H (12.75096, 22.19556, 14.31862)  -0.310
H (11.49258, 23.24238, 13.78526)  0.363
C (15.41416, 21.04502, 16.09384)  -0.821
O (16.12583, 20.46454, 17.22886)  0.274
C (16.31025, 21.36025, 18.32162)  -1.196
C (17.50833, 20.84246, 19.08982)  0.107
N (18.71021, 20.84948, 18.31113)  -0.248
C (19.91157, 20.24122, 18.84686)  -0.060
C (21.08607, 20.29533, 17.95705)  -0.449
O (22.13967, 19.84236, 18.76953)  -0.422
C (23.34811, 19.70000, 18.01379)  -0.574
H (15.18730, 20.23666, 15.38235)  -0.456
H (16.09181, 21.76949, 15.59346)  0.284
H (14.41521, 21.49956, 16.30312)  0.519
H (15.40272, 21.37199, 18.92567)  0.300
H (16.42929, 22.38146, 17.87402)  0.428
H (17.21029, 19.84099, 19.49659)  -0.311
H (17.81380, 21.45152, 19.94401)  0.678
H (18.57671, 20.49016, 17.36703)  -0.023
H (19.67912, 19.20781, 19.08006)  -0.531
H (20.09252, 20.69939, 19.83316)  0.534
H (21.27328, 21.30051, 17.67875)  0.672
H (20.94031, 19.67678, 17.03087)  0.333
H (23.27820, 20.32283, 17.11553)  0.408
H (23.38928, 18.66904, 17.72868)  0.046
H (24.24218, 20.04047, 18.55732)  0.223
C (16.59195, 13.62588, 15.98828)  -0.535
O (17.02477, 14.95023, 15.98881)  -0.398
C (16.04268, 15.84089, 16.32295)  0.322
C (16.58422, 17.20977, 16.75110)  0.666
N (17.22264, 17.96405, 15.75143)  0.879
C (18.64910, 17.69187, 15.49520)  0.006
C (19.30525, 18.60050, 14.48525)  -0.141
O (19.23048, 19.89519, 15.02587)  0.019
C (19.58395, 20.98121, 14.14578)  -0.926
H (16.24326, 13.28426, 17.02867)  0.139
H (17.34815, 12.97475, 15.48648)  0.289
H (15.73873, 13.50383, 15.31900)  0.110
H (15.44748, 15.45841, 17.23566)  0.019
H (15.27991, 15.93626, 15.51029)  -0.528
H (17.29179, 16.98060, 17.57281)  -1.028
H (15.72966, 17.75304, 17.06952)  1.166
H (17.19756, 18.89912, 16.11371)  -0.617
H (18.66574, 16.69720, 15.04267)  0.506
H (19.13151, 17.79678, 16.41326)  -0.208
H (18.72798, 18.61931, 13.56277)  -0.680
H (20.30219, 18.37981, 14.19002)  0.611
H (19.31162, 21.94579, 14.63949)  0.269
H (19.12560, 20.88407, 13.14119)  0.231
H (20.69801, 20.99680, 14.08720)  0.316
C (15.29702, 19.68432, 11.41933)  -1.760
C (15.18652, 18.21505, 11.90544)  0.637
C (16.49239, 17.46445, 11.50058)  -0.311
O (16.47802, 17.33274, 10.08519)  -0.455
C (17.55734, 16.55186, 9.57553)  -0.691
N (15.00613, 18.18534, 13.37039)  0.818
H (14.36995, 20.22970, 11.71018)  0.203
H (15.34978, 19.79224, 10.32865)  0.529
H (16.09097, 20.16501, 11.92838)  0.331
H (14.41702, 17.66182, 11.38317)  0.051
H (16.52608, 16.41715, 11.94563)  0.169
H (17.30296, 18.09268, 11.92576)  0.139
H (18.47044, 16.96200, 9.98171)  0.286
H (17.53670, 16.63193, 8.48503)  0.279
H (17.40463, 15.50419, 9.87142)  0.202
H (14.33460, 17.45138, 13.55883)  -0.173
H (15.80128, 18.04742, 14.01416)  -0.647
C (11.52601, 18.67370, 12.10181)  -0.938
C (10.75637, 18.85968, 13.44931)  1.310
C (9.67178, 17.79586, 13.68060)  -1.025
C (9.23619, 17.57057, 15.12706)  -0.891
C (10.49978, 17.25235, 15.88560)  -0.230
C (11.51736, 18.36359, 15.82065)  1.856
N (11.85471, 18.61043, 14.39315)  0.097
O (12.77119, 19.72927, 14.35608)  2.551
C (11.14590, 19.69711, 16.53182)  -1.837
C (12.78958, 17.80412, 16.56108)  -1.701
C (10.15387, 20.28703, 13.45518)  -1.826
H (10.90620, 18.97259, 11.23839)  0.438
H (11.68613, 17.59660, 12.04053)  -0.090
H (12.44165, 19.23483, 12.17724)  -0.110
H (8.81314, 18.03034, 13.06767)  0.312
H (10.14476, 16.90509, 13.25942)  0.007
H (8.60424, 16.68112, 15.18228)  0.498
H (8.76714, 18.47071, 15.52323)  0.367
H (10.96577, 16.32438, 15.40916)  -0.414
H (10.30109, 17.08316, 16.96235)  0.050
H (10.09970, 20.00779, 16.32550)  0.338
H (11.28566, 19.60133, 17.59865)  0.496
H (11.80534, 20.43903, 16.10629)  0.199
H (12.48523, 17.57507, 17.53663)  1.065
H (13.16543, 16.93580, 16.07372)  -0.161
H (13.55125, 18.58497, 16.60132)  -0.266
H (9.67679, 20.57802, 14.39256)  0.291
H (9.43637, 20.34850, 12.68586)  0.610
H (10.97262, 20.98528, 13.33352)  0.149
H (13.57969, 19.29930, 14.09626)  -0.959
C (12.11101, 14.12817, 13.78269)  -1.034
C (12.78552, 13.63473, 12.42439)  1.757
C (13.62754, 14.73871, 11.78785)  0.016
C (14.48256, 14.21862, 10.64668)  -1.274
C (15.35854, 13.02603, 11.13653)  -1.366
C (14.49712, 11.89766, 11.66682)  1.179
N (13.61960, 12.42374, 12.69152)  0.909
O (12.91702, 11.44703, 13.35343)  -0.431
C (13.65275, 11.16339, 10.51843)  -1.479
C (15.50019, 10.87388, 12.38317)  -1.627
C (11.61529, 13.34835, 11.41096)  -1.927
H (11.46628, 14.97527, 13.51852)  -0.197
H (12.82118, 14.35715, 14.58268)  0.150
H (11.37918, 13.40105, 14.16531)  0.458
H (13.05341, 15.49287, 11.31114)  -0.014
H (14.18847, 15.19233, 12.60587)  -0.343
H (15.02699, 15.07570, 10.17496)  0.270
H (13.76317, 13.80631, 9.92420)  0.508
H (16.02804, 13.26422, 11.94800)  0.336
H (15.96844, 12.60854, 10.35120)  0.468
H (12.82036, 10.57074, 10.87358)  0.153
H (13.33906, 11.99798, 9.93872)  0.476
H (14.33916, 10.61856, 9.86711)  0.452
H (15.04297, 10.04091, 12.88979)  0.427
H (16.18172, 10.47543, 11.59988)  0.361
H (16.06400, 11.47798, 13.12399)  0.216
H (11.96335, 13.17410, 10.40423)  0.405
H (10.90100, 14.15590, 11.43386)  0.450
H (11.01182, 12.48476, 11.72810)  0.390
H (12.27532, 11.11271, 12.72176)  0.351
C (15.13191, 14.22249, 22.29257)  -1.825
C (15.54869, 15.57567, 22.91456)  1.886
C (16.74583, 15.34177, 23.95539)  -1.164
C (17.98822, 14.80395, 23.33424)  -0.728
C (18.46432, 15.76558, 22.21285)  -1.154
C (17.40734, 16.10032, 21.15444)  2.341
N (16.14727, 16.43730, 21.89622)  0.127
O (15.18955, 16.75042, 20.94275)  -0.360
C (17.82056, 17.46187, 20.44548)  -1.377
C (17.27811, 14.91808, 20.09494)  -0.680
C (14.34261, 16.29705, 23.49332)  -2.209
H (14.64314, 13.54327, 23.01270)  0.630
H (15.91768, 13.67240, 21.81994)  0.505
H (14.43364, 14.45387, 21.48875)  -0.029
H (16.99800, 16.21794, 24.61822)  0.319
H (16.27520, 14.62040, 24.65794)  0.438
H (17.72015, 13.82496, 22.85955)  0.233
H (18.79313, 14.62527, 24.07935)  0.500
H (19.32328, 15.34488, 21.72337)  -0.197
H (18.82315, 16.68105, 22.65161)  0.625
H (18.86824, 17.42476, 20.28837)  -0.168
H (17.41113, 17.61305, 19.40742)  -0.115
H (17.56237, 18.22350, 21.14236)  0.752
H (16.37701, 15.00580, 19.46162)  -0.153
H (18.16507, 14.93173, 19.46224)  -0.335
H (17.14085, 14.02279, 20.64191)  0.678
H (13.65678, 16.46492, 22.66420)  0.344
H (14.59939, 17.21482, 24.01213)  0.462
H (13.85573, 15.57035, 24.17199)  0.374
H (15.05583, 17.69922, 21.00662)  0.310
C (21.96017, 14.04203, 16.22060)  -2.199
C (21.69896, 14.43331, 17.62618)  2.200
C (21.47283, 13.11320, 18.44184)  -1.876
C (21.40160, 13.29759, 19.93588)  0.668
C (22.69083, 14.12390, 20.36778)  -1.819
C (22.95802, 15.40953, 19.58513)  2.553
N (22.96003, 15.10995, 18.11330)  -0.109
O (23.16919, 16.26331, 17.31362)  -0.426
C (21.91940, 16.49259, 20.01949)  -0.468
C (24.29608, 15.92447, 19.93874)  -1.978
C (20.46078, 15.37526, 17.71277)  -0.739
H (22.90932, 13.54651, 16.06685)  0.519
H (21.94607, 14.90483, 15.50843)  0.290
H (21.14207, 13.35730, 15.97663)  0.442
H (20.55817, 12.64808, 18.11136)  0.634
H (22.31871, 12.50215, 18.25093)  0.409
H (21.25183, 12.34545, 20.44101)  0.539
H (20.49855, 13.86600, 20.20243)  -0.733
H (23.56351, 13.46943, 20.18854)  0.341
H (22.67896, 14.41910, 21.40377)  0.465
H (22.14880, 17.14063, 20.88209)  0.474
H (21.69904, 17.19996, 19.19724)  -0.320
H (20.96525, 16.03288, 20.24380)  -0.637
H (24.33282, 16.13680, 21.01980)  0.428
H (25.16017, 15.35228, 19.65599)  0.457
H (24.49017, 16.92737, 19.49006)  0.304
H (20.73295, 16.41723, 17.53795)  0.053
H (19.89938, 15.31749, 18.70624)  -0.972
H (19.71655, 15.12540, 16.96623)  0.891
H (24.00203, 16.16971, 16.85151)  0.343
C (9.91690, 14.60841, 18.95037)  -2.251
C (11.02781, 13.50466, 18.83622)  2.071
C (12.05822, 13.62745, 20.01313)  -1.377
C (12.89260, 12.38920, 20.14876)  0.383
C (12.00017, 11.19926, 20.44877)  -1.286
C (11.11265, 10.90639, 19.27794)  1.587
N (10.36792, 12.18914, 19.01735)  0.181
O (9.50014, 11.96178, 17.91796)  -0.492
C (11.85620, 10.35077, 18.02862)  -1.393
C (10.03071, 9.88268, 19.64052)  -2.119
C (11.69201, 13.58930, 17.47546)  -1.439
H (9.22265, 14.42513, 18.17396)  0.632
H (10.42008, 15.57404, 18.85845)  0.242
H (9.58851, 14.47842, 20.00084)  0.525
H (12.76708, 14.44539, 19.72805)  0.089
H (11.56748, 13.91261, 20.92524)  0.563
H (13.53596, 12.62121, 20.99727)  0.027
H (13.52817, 12.26173, 19.25623)  0.074
H (11.37928, 11.47634, 21.29959)  0.340
H (12.54703, 10.27079, 20.75257)  0.427
H (11.13097, 10.00336, 17.31176)  0.457
H (12.42317, 11.15941, 17.52433)  0.340
H (12.56592, 9.56811, 18.34017)  0.349
H (10.45832, 8.90428, 19.78417)  0.449
H (9.44831, 10.10371, 20.55251)  0.368
H (9.35619, 9.75539, 18.77392)  0.436
H (12.42516, 12.79853, 17.35648)  0.005
H (12.05211, 14.60988, 17.26689)  0.045
H (10.85982, 13.39407, 16.71478)  0.349
H (8.66866, 11.94858, 18.45216)  0.411